# 1
{
  "formula": "C32H36BiF5N8O5P2S",
  "method": "the ωB97M-V functional and the def2-TZVPD basis",
  "charge": 0,
  "homo_energy_ev": -7.2,
  "e_lumo_ev": 0.26,
  "species": ["Bi", "O", "C", "N", "C", "C", "C", "C", "C", "C", "N", "C", "O", "C", "C", "C", "C", "C", "N", "C", "C", "C", "C", "C", "N", "H", "H", "H", "H", "H", "H", "H", "H", "H", "H", "H", "H", "C", "N", "C", "P", "O", "O", "P", "O", "N", "C", "C", "N", "C", "C", "N", "C", "C", "H", "H", "H", "H", "H", "H", "H", "H", "H", "H", "H", "H", "H", "H", "H", "H", "H", "H", "H", "H", "H", "H", "H", "H", "F", "C", "C", "F", "C", "F", "C", "S", "C", "F", "C", "F"],
  "coordinates": [[0.04, -0.01, -0.34], [-2.50, -3.29, 1.09], [-2.00, -2.32, 0.52], [-0.81, -1.74, 0.78], [-0.01, -2.13, 1.89], [-0.49, -2.89, 2.96], [0.32, -3.17, 4.05], [1.62, -2.70, 4.09], [2.11, -1.95, 3.03], [1.32, -1.66, 1.92], [1.75, -0.87, 0.82], [3.02, -0.42, 0.70], [3.98, -0.72, 1.40], [3.28, 0.60, -0.40], [4.49, 1.28, -0.37], [4.73, 2.24, -1.34], [3.77, 2.48, -2.31], [2.60, 1.74, -2.26], [2.36, 0.83, -1.33], [-2.82, -1.71, -0.60], [-3.97, -2.37, -1.01], [-4.76, -1.79, -1.99], [-4.39, -0.56, -2.51], [-3.23, 0.03, -2.05], [-2.45, -0.55, -1.13], [-1.50, -3.27, 2.92], [-0.08, -3.77, 4.86], [2.26, -2.91, 4.93], [3.13, -1.59, 3.06], [5.20, 1.04, 0.40], [5.67, 2.80, -1.33], [3.92, 3.21, -3.09], [1.83, 1.89, -3.01], [-4.21, -3.31, -0.55], [-5.66, -2.29, -2.33], [-4.99, -0.06, -3.26], [-2.90, 0.99, -2.43], [-3.07, 4.34, 1.83], [-2.78, 3.35, 2.86], [-3.96, 2.53, 3.18], [-1.44, 2.38, 2.60], [-1.56, 1.42, 1.48], [-0.34, 3.54, 2.39], [1.14, 3.39, 1.71], [1.37, 2.02, 1.25], [2.16, 3.92, 2.87], [3.20, 3.01, 3.36], [1.75, 4.95, 3.83], [1.14, 4.50, 0.50], [0.21, 4.26, -0.60], [1.53, 5.89, 0.66], [-1.05, 1.67, 4.01], [-0.99, 2.46, 5.23], [-1.20, 0.23, 4.20], [-3.90, 4.96, 2.17], [-3.34, 3.89, 0.87], [-2.20, 4.99, 1.68], [-4.76, 3.18, 3.54], [-3.72, 1.81, 3.96], [-4.33, 1.98, 2.31], [3.36, 2.21, 2.64], [2.91, 2.57, 4.31], [4.14, 3.56, 3.49], [0.93, 5.53, 3.44], [2.59, 5.62, 4.03], [1.44, 4.49, 4.77], [-0.14, 3.22, -0.58], [0.71, 4.43, -1.56], [-0.67, 4.92, -0.54], [2.34, 5.97, 1.38], [0.70, 6.53, 0.97], [1.90, 6.26, -0.30], [-0.90, 3.52, 4.99], [-0.12, 2.16, 5.83], [-1.89, 2.32, 5.84], [-1.39, -0.25, 3.24], [-2.04, 0.01, 4.87], [-0.29, -0.20, 4.61], [-0.74, 1.34, -7.45], [-0.49, 0.71, -6.31], [-0.51, 1.39, -5.11], [-0.76, 2.70, -5.09], [-0.25, 0.72, -3.93], [-0.26, 1.48, -2.80], [0.03, -0.64, -3.85], [0.37, -1.59, -2.43], [0.04, -1.29, -5.09], [0.30, -2.60, -5.14], [-0.22, -0.65, -6.29], [-0.20, -1.33, -7.43]]
}

***

# 2
{
  "formula": "C32H36Br2EuN7O",
  "method": "the ωB97M-V functional and the def2-TZVPD basis",
  "e_above_lowest_kj_mol": 15.9,
  "multiplicity": 7,
  "charge": 2,
  "homo_energy_ev": [-12.6, -12.6],
  "e_lumo_ev": [-5.92, -5.23],
  "species": ["Eu", "C", "C", "C", "C", "C", "C", "C", "N", "N", "C", "C", "C", "C", "C", "C", "N", "C", "C", "C", "C", "C", "C", "N", "H", "H", "H", "H", "H", "H", "H", "H", "H", "H", "H", "H", "H", "H", "H", "H", "H", "H", "H", "H", "Br", "C", "C", "C", "Br", "C", "C", "C", "C", "N", "C", "C", "O", "H", "H", "H", "H", "C", "C", "C", "C", "N", "N", "H", "H", "H", "H", "H", "H", "H", "H", "H", "H", "H", "H"],
  "coordinates": [[0.21, -0.05, 0.56], [-0.71, 2.99, 1.64], [0.10, 2.38, 2.80], [1.58, 2.23, 2.52], [2.52, 2.81, 3.36], [3.87, 2.61, 3.10], [4.24, 1.82, 2.02], [3.24, 1.29, 1.23], [1.94, 1.49, 1.46], [-1.43, 2.00, 0.80], [-1.68, 2.59, -0.53], [-0.44, 2.67, -1.39], [-0.34, 3.62, -2.39], [0.79, 3.62, -3.20], [1.78, 2.68, -2.99], [1.59, 1.76, -1.98], [0.50, 1.73, -1.19], [-2.72, 1.62, 1.41], [-2.66, 0.41, 2.31], [-3.54, 0.28, 3.38], [-3.54, -0.90, 4.10], [-2.66, -1.92, 3.74], [-1.81, -1.70, 2.68], [-1.80, -0.56, 1.97], [-0.03, 3.55, 1.00], [-1.43, 3.70, 2.05], [-0.30, 1.39, 3.07], [-0.02, 2.99, 3.68], [2.20, 3.41, 4.20], [4.62, 3.04, 3.75], [5.28, 1.63, 1.80], [3.50, 0.66, 0.39], [-2.13, 3.59, -0.45], [-2.41, 1.96, -1.05], [-1.12, 4.36, -2.52], [0.89, 4.36, -3.98], [2.67, 2.65, -3.59], [2.34, 0.99, -1.79], [-3.42, 1.38, 0.61], [-3.16, 2.47, 1.95], [-4.21, 1.09, 3.63], [-4.21, -1.03, 4.94], [-2.63, -2.85, 4.28], [-1.08, -2.45, 2.40], [2.35, -2.15, 4.73], [2.63, -2.73, 2.97], [3.50, -3.81, 2.72], [3.71, -4.26, 1.45], [4.87, -5.71, 1.17], [3.06, -3.63, 0.36], [3.21, -4.02, -0.99], [2.53, -3.36, -1.98], [1.71, -2.29, -1.64], [1.54, -1.88, -0.39], [2.20, -2.54, 0.63], [1.96, -2.08, 1.95], [1.11, -1.08, 2.16], [4.00, -4.29, 3.56], [3.86, -4.86, -1.22], [2.63, -3.66, -3.01], [1.15, -1.75, -2.40], [-1.60, -0.31, -4.81], [-2.18, -0.96, -3.56], [-2.25, -2.47, -3.72], [-3.56, -0.38, -3.25], [-1.19, -0.65, -2.49], [-1.54, -1.10, -1.17], [-2.24, -0.52, -5.67], [-0.60, -0.70, -5.02], [-1.54, 0.78, -4.70], [-2.87, -2.72, -4.59], [-2.71, -2.96, -2.86], [-1.26, -2.89, -3.88], [-4.24, -0.57, -4.09], [-3.51, 0.71, -3.12], [-4.02, -0.83, -2.37], [-1.08, 0.36, -2.44], [-1.45, -2.11, -1.20], [-2.53, -0.93, -0.96]]
}

***

# 3
{
  "formula": "C32H36Cl12N5O2V",
  "method": "the ωB97M-V functional and the def2-TZVPD basis",
  "e_above_lowest_kj_mol": 0.0,
  "multiplicity": 2,
  "charge": 1,
  "homo_energy_ev": [-10.9, -10.9],
  "e_lumo_ev": [-4.18, -3.77],
  "species": ["O", "V", "C", "C", "C", "O", "H", "H", "H", "H", "H", "H", "H", "N", "C", "C", "C", "C", "C", "H", "H", "H", "H", "H", "N", "C", "C", "C", "C", "C", "H", "H", "H", "H", "H", "N", "C", "C", "C", "C", "C", "H", "H", "H", "H", "H", "N", "C", "C", "C", "C", "C", "H", "H", "H", "H", "H", "N", "C", "C", "C", "C", "C", "H", "H", "H", "H", "H", "C", "Cl", "Cl", "Cl", "H", "C", "Cl", "Cl", "Cl", "H", "C", "Cl", "Cl", "Cl", "H", "C", "Cl", "Cl", "Cl", "H"],
  "coordinates": [[-2.11, 3.41, -2.11], [-1.28, 2.03, -2.29], [-2.12, 0.24, 1.80], [-1.12, 1.32, 1.28], [0.28, 1.22, 1.88], [-1.20, 1.58, -0.08], [-2.08, -0.73, 1.30], [-3.19, 0.48, 1.76], [-1.85, 0.00, 2.83], [-1.46, 2.17, 1.88], [0.33, 1.34, 2.96], [0.97, 1.87, 1.33], [0.62, 0.19, 1.74], [0.02, 0.18, -2.75], [0.04, -0.61, -3.89], [1.09, -1.49, -4.27], [2.20, -1.59, -3.48], [2.15, -0.83, -2.27], [1.09, -0.05, -1.94], [-0.86, -0.45, -4.46], [1.01, -2.18, -5.08], [2.99, -2.30, -3.71], [2.99, -0.77, -1.59], [1.10, 0.36, -0.95], [6.15, 1.15, -1.59], [5.00, 1.84, -1.82], [3.97, 1.87, -0.87], [4.04, 0.99, 0.23], [5.23, 0.36, 0.50], [6.26, 0.42, -0.46], [4.75, 2.37, -2.73], [3.07, 2.43, -1.08], [3.28, 0.96, 1.00], [5.33, -0.33, 1.33], [7.20, -0.09, -0.34], [0.65, 3.19, -2.14], [1.45, 3.45, -3.22], [2.37, 4.47, -3.28], [2.70, 5.14, -2.15], [2.04, 4.86, -0.99], [1.04, 3.85, -1.00], [1.26, 2.90, -4.12], [2.93, 4.62, -4.19], [3.46, 5.92, -2.20], [2.21, 5.36, -0.05], [0.45, 3.74, -0.10], [-3.13, 0.79, -2.53], [-3.27, -0.25, -1.65], [-4.31, -1.16, -1.72], [-5.27, -0.92, -2.72], [-5.17, 0.11, -3.61], [-4.05, 0.94, -3.50], [-2.55, -0.46, -0.87], [-4.31, -1.96, -0.99], [-6.13, -1.57, -2.78], [-5.87, 0.24, -4.41], [-3.91, 1.76, -4.18], [-1.87, -4.31, -1.57], [-2.48, -5.01, -0.62], [-2.37, -4.73, 0.74], [-1.50, -3.70, 1.16], [-0.74, -3.03, 0.19], [-0.93, -3.36, -1.15], [-3.13, -5.80, -0.97], [-2.97, -5.30, 1.44], [-1.44, -3.41, 2.20], [-0.07, -2.21, 0.37], [-0.38, -2.84, -1.92], [0.39, -2.48, 5.69], [2.11, -2.69, 5.67], [-0.42, -3.78, 4.85], [0.01, -1.06, 4.77], [-0.02, -2.35, 6.69], [-1.32, 4.04, 4.31], [-1.99, 5.58, 5.05], [-1.31, 2.65, 5.49], [0.31, 4.36, 3.76], [-2.02, 3.80, 3.51], [-3.95, -2.12, 3.87], [-4.46, -2.06, 2.14], [-4.11, -3.79, 4.54], [-4.99, -1.04, 4.82], [-2.91, -1.81, 3.99], [3.29, -3.14, 1.95], [4.02, -2.90, 0.31], [2.53, -4.74, 1.96], [2.12, -1.95, 2.42], [4.11, -3.19, 2.67]]
}